{
  "formula": "C46H57BBrFN4O18S2",
  "method": "wB97M-V/def2-TZVPD",
  "symbols": ["H", "N", "C", "C", "C", "C", "C", "S", "C", "C", "C", "N", "H", "C", "C", "O", "C", "C", "C", "C", "N", "F", "C", "C", "Br", "C", "C", "C", "C", "C", "N", "C", "C", "O", "C", "C", "C", "C", "C", "B", "O", "C", "C", "C", "S", "H", "H", "H", "H", "H", "H", "H", "H", "H", "H", "H", "H", "H", "H", "H", "H", "H", "H", "H", "H", "H", "H", "H", "H", "H", "H", "H", "H", "H", "H", "H", "H", "H", "H", "H", "O", "C", "O", "C", "C", "O", "H", "H", "H", "H", "O", "C", "O", "C", "C", "O", "H", "H", "H", "H", "O", "C", "O", "C", "C", "O", "H", "H", "H", "H", "O", "C", "O", "C", "C", "O", "H", "H", "H", "H", "O", "C", "O", "C", "C", "O", "H", "H", "H", "H"],
  "coordinates": [[-3.501, -5.224, -4.813], [-4.443, -4.815, -4.779], [-4.592, -4.325, -3.599], [-5.963, -3.679, -3.257], [-3.374, -4.463, -2.604], [-3.575, -3.775, -1.222], [-4.281, -4.492, -0.146], [-4.902, -6.156, -0.566], [-4.488, -3.924, 1.196], [-5.274, -4.684, 2.296], [-4.425, -5.131, 3.520], [-3.149, -5.127, 3.589], [-2.925, -5.462, 4.539], [-3.963, -2.585, 1.483], [-4.161, -1.956, 2.904], [-5.559, -1.663, 3.157], [-5.839, -0.368, 2.572], [-7.320, -0.456, 2.023], [-3.271, -1.885, 0.420], [-3.052, -2.416, -0.937], [-2.364, -1.695, -2.002], [-3.267, -0.659, -2.372], [-1.175, -0.982, -1.534], [0.001, -0.999, -2.433], [-0.123, -1.941, -4.142], [1.248, -0.340, -2.111], [2.477, -0.305, -3.040], [2.822, 0.920, -3.751], [4.038, 0.763, -4.541], [4.730, -0.497, -4.548], [4.425, -1.680, -3.938], [3.288, -1.483, -3.211], [1.334, 0.342, -0.802], [2.490, 0.971, -0.373], [3.525, -0.001, -0.011], [3.372, -0.564, 1.442], [2.361, -1.764, 1.618], [2.289, -2.770, 0.403], [0.184, 0.390, 0.119], [0.226, 1.169, 1.542], [0.610, 2.518, 1.593], [-0.195, 0.472, 2.934], [-1.418, 1.273, 3.597], [-1.073, -0.259, -0.263], [-2.573, -0.228, 0.759], [-5.868, -2.581, -3.075], [-6.611, -3.801, -4.170], [-6.471, -4.246, -2.439], [-2.448, -4.064, -3.100], [-3.193, -5.561, -2.433], [-6.019, -6.417, 0.181], [-6.043, -3.958, 2.696], [-5.839, -5.570, 1.925], [-5.007, -5.455, 4.433], [-3.614, -0.984, 3.024], [-3.747, -2.655, 3.678], [-5.733, 0.421, 3.361], [-5.140, -0.100, 1.739], [-7.674, 0.514, 1.598], [-7.980, -0.717, 2.892], [-7.410, -1.297, 1.282], [2.227, 1.850, -3.649], [4.432, 1.617, -5.136], [5.677, -0.528, -5.152], [2.933, -2.395, -2.656], [4.481, 0.597, -0.019], [3.667, -0.784, -0.799], [3.154, 0.243, 2.195], [4.388, -0.964, 1.730], [1.316, -1.468, 1.875], [2.735, -2.364, 2.500], [1.483, -2.410, -0.299], [2.002, -3.802, 0.744], [3.257, -2.804, -0.155], [0.659, 2.902, 0.702], [-0.576, -0.564, 2.706], [0.707, 0.445, 3.609], [-1.495, 2.269, 3.080], [-1.236, 1.465, 4.685], [-2.387, 0.730, 3.489], [6.148, 1.739, 1.047], [6.754, 2.256, 0.163], [7.785, 1.675, -0.503], [8.091, 2.501, -1.623], [7.572, 3.846, -1.197], [6.504, 3.509, -0.315], [9.163, 2.509, -1.818], [7.573, 2.110, -2.502], [8.315, 4.428, -0.646], [7.210, 4.439, -2.037], [-4.440, 5.666, 1.993], [-3.276, 5.799, 1.780], [-2.289, 5.206, 2.503], [-1.063, 5.425, 1.804], [-1.350, 6.653, 0.993], [-2.760, 6.567, 0.780], [-0.244, 5.568, 2.499], [-0.852, 4.554, 1.182], [-1.129, 7.576, 1.536], [-0.814, 6.663, 0.049], [1.259, 6.267, 1.099], [2.427, 6.392, 0.891], [3.399, 5.792, 1.620], [4.632, 5.995, 0.934], [4.358, 7.228, 0.119], [2.952, 7.154, -0.103], [5.451, 6.132, 1.639], [4.840, 5.120, 0.316], [4.582, 8.150, 0.663], [4.901, 7.235, -0.826], [-1.822, -5.702, -6.096], [-1.227, -5.177, -6.979], [-0.199, -5.743, -7.664], [0.092, -4.891, -8.767], [-0.432, -3.558, -8.305], [-1.490, -3.923, -7.424], [1.162, -4.873, -8.972], [-0.432, -5.264, -9.651], [0.313, -2.984, -7.747], [-0.805, -2.948, -9.127], [0.953, 0.118, 5.754], [1.478, 1.100, 6.172], [2.802, 1.383, 6.033], [2.994, 2.730, 6.454], [1.827, 2.963, 7.373], [0.833, 2.086, 6.851], [3.953, 2.847, 6.957], [2.972, 3.381, 5.576], [2.043, 2.676, 8.406], [1.481, 3.995, 7.358]],
  "mulliken_charge": [0.245, -0.849, 1.008, -0.900, -1.783, 0.143, 0.984, -0.272, 0.840, -1.315, -0.136, -0.501, 0.254, -0.277, -0.036, -0.394, 0.281, -1.193, 1.854, -1.451, 0.304, -0.283, -0.062, 0.640, -0.219, 0.668, -0.740, -0.386, -0.659, -0.343, -0.676, 0.082, -0.443, -0.584, 0.693, -0.476, 0.248, -0.855, 0.452, 0.425, -0.608, 0.254, -0.391, 0.179, -0.310, 0.235, 0.328, 0.244, 0.227, 0.761, 0.182, 0.253, 0.322, 0.327, -0.806, 0.486, 0.291, 0.045, 0.376, 0.303, 0.238, 0.449, 0.371, 0.363, 0.411, -0.590, -0.097, 0.115, 0.496, -0.479, 0.557, 0.076, 0.458, 0.198, 0.146, 0.238, 0.066, 0.031, 0.161, -0.125, -0.517, 0.551, -0.333, -0.363, -0.402, -0.173, 0.308, 0.239, 0.301, 0.345, -0.551, 0.567, -0.380, -0.047, -0.262, -0.374, 0.451, -0.014, 0.232, 0.342, -0.382, 0.482, -0.282, 0.012, -0.391, -0.351, 0.328, 0.069, 0.260, 0.313, -0.508, 0.624, -0.348, -0.355, -0.247, -0.289, 0.294, 0.259, 0.197, 0.308, -0.535, 0.704, -0.303, -0.215, -0.379, -0.311, 0.292, 0.187, 0.283, 0.296],
  "homo_lumo_gap_ev": 7.714,
  "fmax_ha_per_bohr": 0.0781,
  "homo_ev": -7.9,
  "smiles": "[H]/N=C(/C)Cc1c(S)c(C/C=N/[H])c(COCC)c2c1N(F)c1c(Br)c(-c3cccnc3)c(OCCCC)c(B(O)CC)c1S2.O=C1OCCO1.O=C1OCCO1.O=C1OCCO1.O=C1OCCO1.O=C1OCCO1",
  "e_tot_ha": -6855.36359
}